Entry 1:
Below is C35H50IrN5OS2Si as an isolated structure, with properties calculated with ωB97M-V with the def2-TZVPD basis set.

Structure (ORCA input):
```
! RIJCOSX wB97M-V def2-TZVPD def2/J DEFGRID3
* xyz 0 5
Ir 0.558 -0.592 0.460
S -1.151 -3.394 -2.769
S 2.377 -0.689 -1.055
Si 0.446 -2.187 2.321
O 0.282 2.106 -1.956
N 4.878 -0.173 -0.317
N 3.287 0.386 1.228
N -0.642 1.037 1.677
N -0.558 -1.660 -0.984
N 1.921 0.502 1.453
C -2.255 0.091 -1.413
C -1.336 -4.343 1.424
C -0.180 -2.790 -1.493
C 0.101 0.196 -4.250
C 0.191 2.748 -4.223
C 0.057 3.005 -2.786
C 0.223 1.725 2.492
C -1.619 2.848 3.567
C -0.277 2.672 3.431
C -1.537 3.892 -0.170
C 0.813 1.468 -4.725
C -0.403 4.651 -0.866
C -3.342 0.454 -2.176
C -3.857 -0.409 -3.156
C 3.195 -2.602 2.768
C 1.574 1.411 2.365
C -0.362 4.330 -2.337
C -2.382 -2.160 1.974
C -1.562 -3.618 3.781
C -0.691 4.957 -4.647
C -3.278 -1.634 -3.407
C -0.213 3.724 -5.101
C 0.930 4.409 -0.157
C 0.469 -1.256 3.957
C -2.171 -2.000 -2.638
C 2.302 1.419 -4.364
C -1.256 -3.130 2.355
C -0.740 5.252 -3.281
C -2.505 2.088 2.761
C 2.220 -4.084 1.030
C -1.957 1.228 1.845
C 3.567 -0.113 0.086
C -1.686 -1.162 -1.637
C 1.745 -4.483 3.442
C 1.945 -3.399 2.374
H -1.076 6.231 -2.958
H -2.503 4.127 -0.622
H -3.578 2.183 2.847
H 2.835 2.284 -4.764
H -1.608 -2.793 4.493
H 2.432 1.394 -3.282
H -3.350 -2.675 2.029
H 2.342 1.920 2.929
H 0.957 -5.191 3.182
H 3.104 -2.178 3.772
H -2.008 3.554 4.291
H -2.603 0.642 1.202
H 1.512 -4.061 4.422
H -4.712 -0.098 -3.742
H -2.328 -4.805 1.507
H -2.272 -1.772 0.961
H 0.578 -1.948 4.796
H 0.253 0.060 -3.182
H 5.113 -0.888 -0.983
H -1.200 -4.068 0.381
H -3.793 1.427 -2.028
H 0.685 -3.331 -1.140
H -0.602 -5.110 1.670
H 1.182 3.348 -0.138
H -2.542 -4.112 3.787
H -1.003 5.706 -5.364
H 0.863 4.762 0.874
H 2.675 -5.054 3.547
H 1.290 -0.540 3.994
H 4.065 -3.271 2.771
H 0.731 1.512 -5.815
H -1.368 2.818 -0.236
H 5.551 -0.017 0.416
H -0.973 0.232 -4.449
H 3.061 -4.781 1.131
H -3.658 -2.283 -4.184
H -0.626 5.721 -0.802
H 0.429 3.220 4.041
H -0.458 -0.692 4.100
H -0.832 -4.337 4.149
H 2.754 0.516 -4.776
H -2.425 -1.308 2.658
H 3.405 -1.783 2.084
H -1.576 4.157 0.888
H 1.364 -4.664 0.681
H -0.143 3.540 -6.167
H 2.488 -3.353 0.263
H -1.807 0.765 -0.697
H 1.741 4.949 -0.651
H 0.516 -0.671 -4.772
*
```

Properties
LUMO energy (spin up / spin down): 0.133 / -1.572 eV
F_max: 0.01758 hartree/bohr
Kohn-Sham gap (spin up / spin down): 5.191 / 5.824 eV
energy above the lowest of the compared OMol25 structures with the same formula, charge and spin: 0.0 kcal/mol
calculated total energy: -2902.880881 a.u.



Entry 2:
Below is C12H27N7O2PdS as an isolated structure, with properties calculated with ωB97M-V with the def2-TZVPD basis set.

Structure (ORCA input):
```
! RIJCOSX wB97M-V def2-TZVPD def2/J DEFGRID3
* xyz 2 1
Pd 0.107 0.806 0.898
S -4.219 -0.056 -0.022
O 2.064 1.065 1.355
O 3.824 0.154 2.278
N -0.260 4.958 0.335
N 1.868 -1.046 2.155
N -4.329 -1.304 2.372
N -1.824 0.354 0.593
N -2.315 -0.362 1.661
N 0.525 -1.067 1.724
N -0.017 2.662 0.181
C 2.583 0.081 1.916
C 0.612 5.184 -0.828
C -3.092 2.669 -1.707
C -0.039 4.858 -2.166
C -0.812 6.163 0.981
C -2.659 0.588 -0.372
C 4.494 -0.958 2.922
C -0.523 3.730 0.765
C -1.427 3.544 1.948
C -3.581 -0.638 1.486
C -1.975 6.764 0.211
C -2.379 1.316 -1.644
H 0.660 5.076 -2.972
H -2.704 0.685 -2.474
H 4.513 -1.819 2.255
H -2.346 4.118 1.838
H -1.682 2.495 2.063
H -0.326 3.808 -2.248
H -5.288 -1.538 2.191
H -0.115 -1.196 2.508
H 5.505 -0.611 3.097
H -1.104 5.919 1.998
H -2.792 6.048 0.105
H 0.635 2.852 -0.568
H 2.254 -1.866 2.598
H -2.881 3.154 -2.659
H -4.173 2.553 -1.629
H -2.356 7.637 0.741
H 4.014 -1.183 3.874
H 1.540 4.623 -0.687
H -1.302 1.433 -1.732
H 0.385 -1.827 1.060
H -0.933 5.460 -2.322
H -3.923 -1.597 3.245
H -1.672 7.090 -0.783
H 0.893 6.235 -0.803
H 0.007 6.878 1.061
H -0.929 3.879 2.858
H -2.758 3.326 -0.904
*
```

Properties
LUMO energy: -6.036 eV
F_max: 0.00156 hartree/bohr
Kohn-Sham gap: 8.870 eV
energy above the lowest of the compared OMol25 structures with the same formula, charge and spin: 0.0 kcal/mol
calculated total energy: -1532.809199 a.u.



Q: Look up the calculated total energy of the second one.
A: -1532.809199 a.u.



Q: Look up the energy above the lowest of the compared OMol25 structures with the same formula, charge and spin of the first one.
A: 0.0 kcal/mol



Q: Which formula does entry 1 have?
A: C35H50IrN5OS2Si